No. 1
The following is a DFT calculation (ωB97M-V/def2-TZVPD) of C6H5F4N5 as an isolated structure in a non-equilibrium geometry.

Relative energy (zero: lowest compared OMol25 entry of this formula, charge and spin) (eV): 1.385
Charge: +2
Frontier orbital gap (eV): 7.90
Energy (eV): -24600.885
Largest force on an atom (eV/A): 5.1

Geometry as XYZ:
```
20
Properties=species:S:1:pos:R:3:forces:R:3:nbo_charge:R:1
F 1.406267 2.512733 -1.499737 -0.54 0.41 -0.42 -0.130
F 2.821786 -0.570590 1.163371 0.29 -0.94 0.72 -0.263
F 3.031268 1.526915 0.958593 0.59 1.85 0.61 -0.241
F 3.261650 0.222907 -0.772206 0.50 0.39 -0.21 -0.323
N 0.710670 0.330277 -2.020890 1.24 0.10 0.23 -0.525
N -1.618171 2.265622 -0.950327 0.26 0.13 -2.09 -0.298
N 0.418569 0.341787 1.192906 -2.41 0.76 3.01 -0.531
N 0.729717 -1.822483 -0.986665 0.44 0.49 -3.67 -0.554
N -1.290975 1.973904 1.469728 -2.07 1.79 4.26 -0.642
C -1.494001 2.231777 0.179730 0.23 -0.49 1.76 0.439
C 1.072132 0.493392 0.032290 1.67 0.94 1.36 -0.113
C 2.636580 0.460204 0.404882 -0.84 -1.29 -1.36 1.003
C -0.466888 0.980002 1.909570 1.99 -0.31 -2.42 0.409
C 0.900348 -0.598240 -0.913880 -1.82 2.69 -2.63 0.645
C 0.969311 1.390131 -1.226277 -0.27 -1.67 -0.31 0.920
H -1.892990 2.510983 2.301787 1.87 -1.63 -3.14 0.511
H -0.437118 0.745388 2.953795 -0.68 -0.11 0.52 0.255
H 0.778828 -2.101274 -1.977333 -0.57 -1.19 0.62 0.464
H 0.830167 -2.443512 -0.264547 0.32 -2.17 2.47 0.478
H 0.801969 0.203228 -3.052967 -0.21 0.26 0.70 0.495
```
Positions in Å, forces in eV/Å.

***

No. 2
The following is a DFT calculation (ωB97M-V/def2-TZVPD) of C26H28Cl3GeMgN3O3 as an isolated structure.

Relative energy (zero: lowest compared OMol25 entry of this formula, charge and spin) (eV): 0.000
Charge: +2
Frontier orbital gap (eV): 7.86
Energy (eV): -137544.364
Largest force on an atom (eV/A): 0.8

Geometry as XYZ:
```
65
Properties=species:S:1:pos:R:3:forces:R:3:nbo_charge:R:1
Ge -1.563419 -0.156501 -0.626409 -0.26 0.04 -0.31 1.571
Cl 1.618301 3.012630 -2.250881 -0.17 0.22 -0.09 -0.028
Cl -1.671943 7.175868 -1.425498 -0.01 0.01 0.00 0.101
Cl -3.012597 2.372550 0.538874 0.15 0.20 -0.05 0.078
Mg 1.432444 0.944470 -1.064627 0.58 -0.59 0.03 1.765
O 5.988712 -4.451916 -0.751885 -0.02 0.03 0.03 -0.351
O 6.248477 -4.261228 1.382829 -0.02 0.00 -0.02 -0.317
O -0.409494 1.452293 -0.767191 -0.02 0.10 0.17 -0.994
N 2.419289 -0.845213 -1.601222 -0.14 0.32 -0.06 -0.634
N 2.938708 0.942982 0.381233 -0.09 0.01 -0.02 -0.655
N 5.812336 -3.904687 0.316614 0.02 -0.03 -0.01 0.525
C 2.123681 -1.706856 -2.563640 -0.57 -0.02 0.19 0.099
C 3.596053 -3.350905 -1.677163 0.02 -0.04 -0.03 -0.078
C -1.314709 5.513053 -1.221289 0.11 -0.05 -0.05 -0.010
C 0.106765 3.647171 -1.563651 0.19 0.06 -0.16 -0.078
C -0.138077 4.991606 -1.743929 -0.11 0.02 0.05 -0.233
C 3.353946 -1.181042 -0.679752 0.10 -0.11 0.08 0.129
C -2.946104 -0.577431 3.468943 0.02 0.00 0.01 -0.398
C -0.741191 2.775839 -0.887458 -0.21 0.01 -0.05 0.289
C -3.562770 -2.724115 -1.281654 0.08 0.06 -0.04 -0.601
C -2.192637 4.691587 -0.533298 -0.02 0.01 0.01 -0.214
C -1.902021 3.348816 -0.365951 -0.07 -0.17 0.10 -0.079
C -2.932234 0.219954 -1.954801 0.07 -0.06 -0.04 -0.852
C -4.481923 -1.789267 -2.057188 -0.01 0.01 0.01 -0.403
C 4.215999 1.662536 2.271399 0.00 0.02 0.00 -0.237
C -2.733895 0.850716 3.957676 -0.01 -0.01 0.00 -0.610
C 3.653505 -0.210900 0.352008 -0.02 -0.03 0.07 0.246
C 4.640622 -0.489279 1.296647 0.00 -0.05 -0.01 -0.099
C 3.219685 1.845877 1.312434 0.00 -0.01 -0.01 0.101
C 4.922108 0.486816 2.269373 0.02 0.01 0.02 -0.059
C -3.012257 -0.700103 1.945797 -0.04 0.04 0.00 -0.398
C -4.337865 -0.321374 -1.662440 -0.01 -0.04 0.00 -0.405
C 2.649332 -2.989138 -2.603323 0.35 -0.12 -0.17 -0.238
C 5.015827 -2.653044 0.307948 -0.02 -0.02 -0.05 0.059
C 5.320352 -1.748727 1.252581 0.04 0.06 0.04 -0.133
C 4.007654 -2.422370 -0.698939 0.04 0.05 0.02 -0.012
C -1.649492 -0.452305 1.290459 0.06 -0.16 0.03 -0.874
H 4.034573 -4.335882 -1.706803 0.00 0.00 0.01 0.274
H 4.409353 2.436928 2.999262 -0.01 0.00 0.00 0.262
H -3.524414 1.510044 3.592704 0.00 0.00 0.01 0.206
H -2.936819 1.304125 -2.074590 -0.04 0.03 0.04 0.249
H -1.177807 0.437155 1.715025 0.01 0.02 -0.01 0.246
H -4.291437 -1.888013 -3.129231 0.00 0.00 0.00 0.206
H 0.557770 5.620084 -2.281294 0.00 0.00 0.00 0.268
H -5.056462 0.276942 -2.224318 0.00 -0.02 -0.02 0.235
H -4.593191 -0.191472 -0.606773 -0.01 0.01 -0.02 0.203
H 2.346013 -3.679429 -3.378429 -0.04 0.04 0.03 0.262
H -0.983098 -1.295228 1.497816 -0.02 0.02 0.02 0.244
H -3.666769 -3.755423 -1.615988 0.00 0.00 0.00 0.246
H -5.516952 -2.096016 -1.902174 0.00 -0.01 0.01 0.232
H -1.776349 1.265500 3.633222 0.00 0.00 0.00 0.185
H 2.630875 2.755303 1.301625 0.00 0.01 0.01 0.219
H 6.085198 -1.977036 1.983389 -0.01 0.00 -0.01 0.276
H -2.566243 -0.193939 -2.899811 0.01 0.02 0.03 0.243
H -3.358226 -1.697708 1.680318 -0.03 -0.05 -0.02 0.219
H -3.105480 5.093440 -0.116307 0.00 0.01 0.00 0.269
H -0.417007 -1.012812 -1.272731 0.01 0.20 0.19 -0.232
H 1.361454 -1.402789 -3.273798 0.14 0.03 -0.04 0.219
H -2.747879 0.894526 5.045620 0.01 0.00 0.00 0.236
H -3.787733 -2.701931 -0.215933 0.00 0.00 0.06 0.209
H -2.151540 -1.227497 3.847510 -0.01 0.00 0.01 0.202
H -2.498400 -2.471957 -1.420428 -0.08 -0.05 -0.01 0.168
H 5.692040 0.301052 3.007768 0.00 -0.01 0.00 0.253
H -3.764859 -0.002079 1.566834 0.03 -0.02 0.02 0.198
H -3.877776 -0.964257 3.884901 0.00 0.00 -0.01 0.227
```
Positions in Å, forces in eV/Å.

***

No. 3
The following is a DFT calculation (ωB97M-V/def2-TZVPD) of the molecule C2BrF2I in a non-equilibrium geometry.

Relative energy (zero: lowest compared OMol25 entry of this formula, charge and spin) (eV): 2.815
Frontier orbital gap (spin up / spin down) (eV): 7.92 / 8.03
Energy (eV): -85647.261
SMILES: F/C(Br)=C(/F)I
Largest force on an atom (eV/A): 6.4

Geometry as XYZ:
```
6
Properties=species:S:1:pos:R:3:forces:R:3:nbo_charge:R:1
I 2.658221 0.020981 -0.356970 -0.67 0.29 0.16 0.170
Br -2.249075 0.268742 -0.068846 -2.87 1.33 0.37 0.164
F -0.692907 -1.800337 -0.054226 0.16 -0.79 -0.19 -0.314
F 0.306373 1.655902 0.514983 0.84 -0.57 -0.38 -0.341
C 0.700699 0.392131 0.351200 -3.48 -1.85 -1.60 0.153
C -0.723310 -0.537417 -0.386142 6.03 1.59 1.64 0.167
```
Positions in Å, forces in eV/Å.

***

No. 4
The following is a DFT calculation (ωB97M-V/def2-TZVPD) of C6H16N2 as an isolated structure in a non-equilibrium geometry.

Relative energy (zero: lowest compared OMol25 entry of this formula, charge and spin) (eV): 5.729
Frontier orbital gap (eV): 8.14
Energy (eV): -9456.345
Largest force on an atom (eV/A): 4.9

Geometry as XYZ:
```
24
Properties=species:S:1:pos:R:3:forces:R:3:nbo_charge:R:1
N 0.210448 -0.575197 -0.146669 -2.00 1.39 -4.25 -0.299
N -0.510713 0.291262 -1.509810 0.74 -1.31 1.43 -0.276
C 0.465065 1.213821 -2.072113 0.60 0.02 0.14 -0.450
C -0.721230 -1.697348 0.057351 -0.06 0.25 0.00 -0.439
C -1.606261 1.063981 -0.937389 -0.17 0.08 0.55 -0.447
C -0.164010 0.499367 3.146993 0.03 -0.26 0.82 -0.452
C 1.522304 -1.049290 -0.608892 -0.12 0.34 0.22 -0.443
C 0.789157 0.072678 2.333218 -1.18 1.27 -2.34 -0.549
H 0.295239 0.181846 0.961138 2.15 -1.25 2.92 0.346
H 0.919312 1.874686 -1.315112 -0.06 -0.07 -0.13 0.184
H -1.169759 0.710343 2.772240 0.18 0.15 0.12 0.160
H -1.277312 1.729503 -0.119316 -0.08 -0.15 -0.14 0.187
H -0.022693 0.602404 4.222240 -0.20 0.01 0.11 0.165
H -2.068412 1.698811 -1.704527 0.31 -0.23 -0.05 0.214
H 1.794726 -0.157606 2.679957 -0.06 0.02 0.18 0.174
H 1.908492 -1.805772 0.077208 -0.27 -0.05 -0.05 0.225
H -0.006667 1.853627 -2.829983 -0.23 -0.24 0.29 0.218
H 1.253194 0.680137 -2.608225 -0.04 -0.02 0.21 0.204
H -0.980618 -2.138335 -0.908878 0.12 -0.13 0.16 0.211
H -0.281109 -2.428651 0.737641 0.16 0.07 -0.18 0.223
H -2.406149 0.415120 -0.572637 0.21 -0.02 0.04 0.205
H 2.245225 -0.233696 -0.580261 -0.14 0.08 -0.09 0.217
H -1.631263 -1.354506 0.549393 0.07 0.17 -0.09 0.214
H 1.443034 -1.447186 -1.623569 0.05 -0.11 0.13 0.208
```
Positions in Å, forces in eV/Å.

***

> relative energy (zero: lowest compared OMol25 entry of this formula, charge and spin) of number 2 (C26H28Cl3GeMgN3O3)?

0.000 eV

***

> largest force on an atom of number 4 (C6H16N2)?

4.9 eV/A

***

> Among the records above, which one has the highest largest force on an atom?

C2BrF2I

***

> Look up the largest force on an atom of the first one.

5.1 eV/A